[1]
DFT (ωB97M-V/def2-TZVPD) results for a 2-piece molecular cluster, C2HNO overall.

Element x y z (Å)
C (0.98, 0.98, -0.32)
C (-1.31, -1.28, 0.91)
N (0.79, 2.08, -0.06)
O (-1.77, -1.82, -0.02)
H (1.31, 0.04, -0.53)

Calculated values
lowest unoccupied orbital energy = 0.03187 Ha
orbital gap = 13.6419 eV
energy relative to the best compared isomer or geometry (same formula, charge and spin) = 20.4 kJ/mol
max |F| = 4.2 eV Å⁻¹
calculated total energy = -206.7652 a.u.

***

[2]
DFT (ωB97M-V/def2-TZVPD) results for a 3-piece molecular cluster, C26H37NO11 overall.

Element x y z (Å)
C (5.86, 1.23, 2.09)
C (6.59, 1.01, 0.99)
C (6.82, 2.05, -0.10)
O (8.23, 2.17, -0.20)
C (8.78, 3.36, 0.38)
N (8.33, 3.70, 1.70)
C (6.34, 1.63, -1.53)
C (6.33, 0.12, -1.71)
O (5.14, 2.31, -1.93)
C (3.96, 1.65, -1.70)
O (3.80, 1.30, -0.34)
C (2.86, 0.23, -0.17)
C (2.10, 0.36, 1.14)
C (1.96, -1.03, 1.82)
C (0.67, 0.95, 1.00)
C (0.47, 1.95, -0.15)
C (-1.07, 2.16, -0.28)
C (1.07, 3.31, 0.25)
H (4.84, 1.56, 2.04)
H (6.32, 1.01, 3.05)
H (7.06, 0.05, 0.85)
H (6.32, 3.00, 0.11)
H (8.67, 4.22, -0.29)
H (9.85, 3.18, 0.45)
H (7.51, 4.29, 1.70)
H (8.21, 2.89, 2.29)
H (7.12, 2.01, -2.19)
H (5.64, -0.41, -1.06)
H (7.36, -0.22, -1.61)
H (6.04, -0.12, -2.74)
H (3.16, 2.36, -1.94)
H (3.79, 0.79, -2.37)
H (2.20, 0.11, -1.03)
H (3.45, -0.70, -0.13)
H (2.62, 0.98, 1.87)
H (2.07, -0.95, 2.90)
H (2.70, -1.75, 1.46)
H (0.98, -1.47, 1.64)
H (-0.09, 0.17, 0.93)
H (0.46, 1.49, 1.92)
H (0.80, 1.60, -1.13)
H (-1.31, 2.71, -1.19)
H (-1.40, 2.72, 0.60)
H (-1.56, 1.19, -0.28)
H (0.51, 3.67, 1.11)
H (2.13, 3.21, 0.46)
H (0.88, 4.03, -0.54)
O (-7.25, -1.19, 2.52)
C (-6.03, -1.17, 2.53)
C (-5.25, -0.42, 3.52)
C (-3.92, -0.42, 3.45)
O (-3.16, 0.24, 4.33)
C (-3.18, -1.18, 2.39)
O (-1.96, -1.12, 2.38)
C (-3.95, -1.94, 1.42)
C (-5.29, -1.94, 1.48)
O (-6.05, -2.62, 0.62)
H (-5.80, 0.12, 4.28)
H (-2.23, 0.07, 4.06)
H (-3.41, -2.49, 0.67)
H (-6.98, -2.46, 0.88)
O (-8.28, -3.47, -0.45)
C (-8.45, -3.61, -1.64)
C (-9.70, -3.27, -2.31)
C (-9.83, -3.47, -3.63)
O (-10.94, -3.18, -4.29)
C (-8.72, -4.06, -4.45)
O (-8.90, -4.24, -5.64)
C (-7.46, -4.38, -3.78)
C (-7.33, -4.17, -2.47)
O (-6.20, -4.45, -1.81)
H (-10.49, -2.85, -1.71)
H (-10.77, -3.42, -5.22)
H (-6.66, -4.79, -4.39)
H (-6.36, -4.20, -0.88)

Calculated values
lowest unoccupied orbital energy = -0.06091 Ha
orbital gap = 6.5909 eV
energy relative to the best compared isomer or geometry (same formula, charge and spin) = 139.0 kJ/mol
structure (SMILES) = C=C[C@@H](OCN)[C@@H](C)OCOC[C@H](C)CC(C)C.O=C1C=C(O)C(=O)C=C1O.O=C1C=C(O)C(=O)C=C1O
max |F| = 2.5 eV Å⁻¹
calculated total energy = -1895.1732 a.u.

***

[3]
DFT (ωB97M-V/def2-TZVPD) results for one molecule with the formula C3H7N3O.

Element x y z (Å)
H (2.32, -1.30, -0.62)
N (2.18, -0.29, -0.56)
C (1.23, 0.27, 0.19)
N (1.12, 1.71, 0.26)
C (0.18, -0.60, 0.81)
N (-1.05, -0.88, 0.05)
C (-2.12, -0.05, -0.24)
O (-2.21, 1.22, 0.03)
H (0.02, 1.79, -0.33)
H (1.68, 2.01, -0.71)
H (-0.07, 0.01, 1.70)
H (0.65, -1.60, 1.13)
H (-1.10, -1.59, -0.66)
H (-2.84, -0.70, -1.04)

Calculated values
lowest unoccupied orbital energy = 0.01970 Ha
orbital gap = 10.2508 eV
energy relative to the best compared isomer or geometry (same formula, charge and spin) = 319.0 kJ/mol
structure (SMILES) = [H]/N=C(/N)CNC=O
max |F| = 6.9 eV Å⁻¹
calculated total energy = -357.9284 a.u.

***

[4]
DFT (ωB97M-V/def2-TZVPD) results for C31H30BrClI2NO3SiZr as an isolated structure.

Element x y z (Å)
Zr (-0.63, -0.18, -0.03)
O (-0.15, -0.39, 2.23)
C (1.15, -1.05, 2.57)
C (2.01, -0.59, 1.36)
O (3.13, -0.18, 1.45)
O (1.31, -0.72, 0.25)
C (0.97, -2.55, 2.50)
C (-0.27, -3.15, 2.66)
C (-0.37, -4.54, 2.68)
C (0.76, -5.32, 2.53)
C (2.00, -4.72, 2.35)
C (2.11, -3.34, 2.34)
C (1.59, -0.54, 3.92)
C (1.48, -1.34, 5.05)
C (1.82, -0.84, 6.30)
C (2.26, 0.47, 6.43)
C (2.37, 1.28, 5.30)
C (2.04, 0.77, 4.06)
H (-0.66, -0.25, 3.04)
H (-1.16, -2.56, 2.79)
H (-1.34, -5.00, 2.81)
H (0.68, -6.40, 2.55)
H (2.89, -5.33, 2.23)
H (3.08, -2.87, 2.22)
H (1.15, -2.37, 4.97)
H (1.74, -1.47, 7.17)
H (2.52, 0.86, 7.40)
H (2.72, 2.29, 5.39)
H (2.17, 1.39, 3.18)
C (1.04, 1.88, -5.52)
Si (0.16, 0.25, -5.25)
C (-1.52, 0.23, -6.06)
C (1.20, -1.21, -5.76)
C (-0.13, 0.11, -3.41)
C (-0.33, 0.01, -2.21)
H (1.23, 2.04, -6.58)
H (1.99, 1.90, -5.00)
H (0.43, 2.71, -5.17)
H (-1.42, 0.28, -7.15)
H (-2.12, 1.09, -5.74)
H (-2.07, -0.68, -5.82)
H (1.41, -1.18, -6.83)
H (0.68, -2.15, -5.55)
H (2.15, -1.23, -5.23)
Br (1.46, 4.52, 3.01)
C (0.96, 3.86, 1.32)
C (1.13, 4.63, 0.17)
C (0.73, 4.08, -1.04)
C (0.19, 2.81, -1.07)
N (0.03, 2.07, 0.04)
C (0.41, 2.60, 1.22)
H (1.56, 5.62, 0.23)
H (0.83, 4.64, -1.96)
H (-0.12, 2.36, -1.99)
H (0.28, 2.00, 2.10)
I (-0.24, -2.87, -2.03)
I (-0.58, -5.37, -1.13)
Cl (-2.67, 1.42, 1.65)
C (-3.05, 1.42, -0.07)
C (-3.29, 2.64, -0.69)
C (-3.65, 2.64, -2.02)
C (-3.77, 1.43, -2.70)
C (-3.53, 0.23, -2.07)
C (-3.18, 0.18, -0.70)
C (-2.75, -1.05, -0.03)
H (-3.21, 3.56, -0.13)
H (-3.85, 3.57, -2.53)
H (-4.06, 1.43, -3.75)
H (-3.61, -0.70, -2.61)
H (-2.93, -1.95, -0.63)
H (-3.15, -1.18, 0.97)

Calculated values
lowest unoccupied orbital energy = -0.13736 Ha
net charge = +1
orbital gap = 7.5491 eV
energy relative to the best compared isomer or geometry (same formula, charge and spin) = 114.2 kJ/mol
max |F| = 0.6 eV Å⁻¹
calculated total energy = -5445.8099 a.u.